a.
C5H10N4O as an isolated structure. Source: the OMol25 dataset; level of theory: ωB97M-V with the def2-TZVPD basis set.

Values from the calculation:
Orbital gap, eV: 9.5

CARTESIAN COORDINATES (ANGSTROEM)
C1 -0.397 1.872 -2.154
N1 0.585 0.391 0.586
N2 -0.700 2.078 -0.730
C2 -0.263 -0.655 0.391
C3 0.372 1.728 0.215
C4 0.190 -1.992 0.914
N3 -0.404 -3.031 0.226
C5 1.067 -2.135 1.917
N4 0.836 2.781 0.701
O1 -1.341 -0.551 -0.185
H1 1.416 0.263 1.145
H2 -1.562 1.584 -0.493
H3 -0.414 -3.930 0.679
H4 -1.263 -2.774 -0.240
H5 -0.037 3.285 -0.132
H6 -0.319 0.808 -2.388
H7 -1.192 2.314 -2.752
H8 0.543 2.374 -2.379
H9 1.505 -1.295 2.430
H10 1.379 -3.114 2.249



b.
A 2-piece molecular cluster, C5H10N4O overall. Source: the OMol25 dataset; level of theory: ωB97M-V with the def2-TZVPD basis set.

Values from the calculation:
Orbital gap, eV: 8.7

CARTESIAN COORDINATES (ANGSTROEM)
C1 -1.791 -0.869 1.805
C2 1.373 1.068 0.714
N1 -1.052 -0.469 0.618
C3 -1.489 0.133 -0.383
C4 0.835 -0.524 -1.435
C5 0.963 -0.340 0.342
N2 1.017 0.564 -2.225
N3 -1.933 1.085 -0.988
N4 1.721 -1.261 0.830
O1 0.732 -1.645 -1.909
H1 0.976 1.480 -1.811
H2 1.186 0.410 -3.210
H3 -2.510 1.149 -1.811
H4 1.519 -2.205 0.509
H5 -1.824 -0.089 2.567
H6 -2.840 -1.107 1.629
H7 -1.326 -1.768 2.205
H8 2.449 1.140 0.864
H9 1.152 1.911 0.060
H10 0.841 1.337 1.628



Stability check: which of them is most stable? a.



a.
A 2-piece molecular cluster, C6H8O2 overall. Source: the OMol25 dataset; level of theory: ωB97M-V with the def2-TZVPD basis set.

Values from the calculation:
Orbital gap, eV: 9.2

CARTESIAN COORDINATES (ANGSTROEM)
O1 2.510 1.248 -1.971
H1 2.170 2.123 -2.266
H2 2.992 1.438 -1.135
O2 1.022 -1.928 -0.671
C1 -1.704 0.773 1.027
C2 -1.239 0.899 -0.314
C3 -1.332 -0.392 1.737
C4 -0.291 -0.005 -0.857
C5 -0.391 -1.326 1.211
C6 0.075 -1.132 -0.126
H3 1.544 -2.416 0.011
H4 -2.461 1.428 1.479
H5 -1.339 1.854 -0.846
H6 -1.682 -0.639 2.748
H7 0.143 0.244 -1.835
H8 -0.017 -2.168 1.808



b.
The molecule C6H8O2. Source: the OMol25 dataset; level of theory: ωB97M-V with the def2-TZVPD basis set.

Values from the calculation:
Orbital gap, eV: 10.2

CARTESIAN COORDINATES (ANGSTROEM)
C1 -1.187 -1.087 -0.061
C2 -0.780 1.206 0.072
C3 0.610 1.259 -0.157
C4 1.223 -0.951 -0.177
C5 0.138 -0.933 0.822
C6 0.188 0.518 1.122
H1 -2.111 -1.624 0.423
H2 -0.811 -1.734 -1.034
H3 -1.542 1.909 0.349
H4 1.109 2.248 -0.143
H5 2.398 -0.864 0.248
H6 1.448 -1.815 -0.851
H7 0.243 -1.567 1.754
H8 0.683 1.057 2.141
O1 -1.343 0.102 -0.646
O2 1.022 0.188 -0.931



c.
The molecule C6H8O2. Source: the OMol25 dataset; level of theory: ωB97M-V with the def2-TZVPD basis set.

Values from the calculation:
Orbital gap, eV: 9.4

CARTESIAN COORDINATES (ANGSTROEM)
C1 0.058 0.776 -0.087
C2 -0.963 0.729 1.078
C3 -1.281 0.214 -0.310
C4 -1.058 -1.238 -0.415
C5 0.968 -0.378 0.109
C6 2.304 -0.454 0.180
H1 0.794 1.883 -1.338
H2 -1.510 1.659 1.234
H3 -0.657 0.035 1.869
H4 -2.038 0.688 -0.933
H5 -1.807 -1.893 0.179
H6 -1.148 -1.505 -1.462
H7 2.857 0.443 0.187
H8 2.699 -1.411 0.137
O1 0.556 2.022 -0.430
O2 0.226 -1.570 0.000



Stability check: which of them is most stable? a.



a.
C6H8O2 as an isolated structure. Source: the OMol25 dataset; level of theory: ωB97M-V with the def2-TZVPD basis set.

Values from the calculation:
Orbital gap, eV: 9.5

CARTESIAN COORDINATES (ANGSTROEM)
C1 0.857 -1.088 0.762
C2 0.388 -1.350 -0.652
C3 -0.166 0.092 -0.668
C4 -1.262 1.005 -1.134
C5 -1.227 1.771 0.013
C6 -0.266 -0.085 0.720
H1 2.192 0.028 1.508
H2 0.802 -1.846 1.677
H3 1.019 -1.681 -1.423
H4 -0.444 -2.063 -0.710
H5 0.880 0.581 -0.911
H6 -1.774 1.360 -1.979
H7 -1.432 2.982 -0.019
H8 -1.190 -0.569 1.002
O1 2.149 -0.399 0.682
O2 -0.527 1.262 1.132



b.
The molecule C6H8O2. Source: the OMol25 dataset; level of theory: ωB97M-V with the def2-TZVPD basis set.

Values from the calculation:
Orbital gap, eV: 9.0

CARTESIAN COORDINATES (ANGSTROEM)
C1 0.228 -0.644 -0.184
C2 -0.867 -0.574 0.733
C3 1.054 0.388 -0.411
C4 -0.644 -1.190 1.820
C5 -2.300 0.013 0.390
C6 2.103 0.384 -1.467
O1 1.029 1.544 0.290
O2 -0.292 -1.770 2.782
H1 0.465 -1.690 -0.514
H2 -2.640 0.550 1.256
H3 -2.305 0.707 -0.461
H4 -3.018 -0.776 0.176
H5 2.412 1.400 -1.347
H6 2.935 -0.316 -1.351
H7 1.715 0.304 -2.397
H8 0.125 1.669 0.685



c.
The molecule C6H8O2. Source: the OMol25 dataset; level of theory: ωB97M-V with the def2-TZVPD basis set.

Values from the calculation:
Orbital gap, eV: 9.5

CARTESIAN COORDINATES (ANGSTROEM)
C1 -0.947 -0.837 -1.251
C2 -1.447 -0.197 -0.210
C3 0.523 -0.994 -1.076
C4 1.059 0.444 -0.563
C5 0.460 1.037 0.739
C6 -0.825 0.282 1.062
O1 -2.085 0.686 0.536
O2 -0.572 -0.363 2.295
H1 -1.579 -1.088 -2.034
H2 0.933 -1.641 -0.361
H3 1.188 -1.249 -1.915
H4 2.258 0.307 -0.476
H5 0.880 1.098 -1.298
H6 1.301 0.967 1.474
H7 0.343 2.164 0.520
H8 -1.489 -0.617 2.557



d.
C6H8O2 as an isolated structure. Source: the OMol25 dataset; level of theory: ωB97M-V with the def2-TZVPD basis set.

Values from the calculation:
Orbital gap, eV: 9.6

CARTESIAN COORDINATES (ANGSTROEM)
C1 0.786 0.687 -0.197
C2 -0.190 0.608 1.030
C3 -0.997 -0.539 0.702
C4 -1.269 -0.306 -0.726
C5 0.266 -0.449 -1.035
C6 0.289 -1.277 0.148
H1 2.420 1.646 -0.127
H2 0.279 1.811 -0.608
H3 0.581 -0.037 1.837
H4 -0.597 1.576 1.575
H5 -1.727 -0.967 1.467
H6 -1.768 -1.122 -1.294
H7 -1.897 0.521 -1.275
H8 0.787 -0.606 -2.114
O1 2.185 0.618 -0.228
O2 0.852 -2.167 0.845



Stability check: which of them is most stable? b.



a.
The molecule C6H8O2. Source: the OMol25 dataset; level of theory: ωB97M-V with the def2-TZVPD basis set.

Values from the calculation:
Orbital gap, eV: 9.7

CARTESIAN COORDINATES (ANGSTROEM)
C1 0.192 0.585 -0.223
C2 1.722 0.395 -0.657
C3 1.720 -0.881 0.234
C4 0.205 -0.922 -0.120
C5 -1.935 -0.169 -0.144
C6 -1.280 0.860 -0.610
H1 -0.249 1.937 0.935
H2 1.961 0.189 -1.656
H3 2.247 1.212 -0.255
H4 2.202 -1.793 -0.099
H5 1.850 -0.630 1.255
H6 0.017 -1.376 -1.116
H7 -2.936 -0.222 0.142
H8 -1.624 1.670 -1.179
O1 0.322 1.170 1.008
O2 -1.224 -1.194 0.379



b.
The molecule C6H8O2. Source: the OMol25 dataset; level of theory: ωB97M-V with the def2-TZVPD basis set.

Values from the calculation:
Orbital gap, eV: 9.0

CARTESIAN COORDINATES (ANGSTROEM)
C1 -0.593 0.209 -0.007
C2 -0.658 0.453 -1.490
C3 -1.015 1.362 0.857
C4 -0.230 -0.977 0.532
O1 -0.501 -1.271 1.845
C5 1.691 -1.249 -0.274
C6 2.775 -0.723 -0.320
O2 0.498 -1.902 -0.195
H1 -0.308 -2.220 1.934
H2 -0.331 -0.410 -2.077
H3 -1.693 0.665 -1.781
H4 -0.036 1.308 -1.770
H5 -0.514 2.273 0.507
H6 -2.096 1.513 0.822
H7 -0.714 1.231 1.901
H8 3.725 -0.262 -0.484



c.
C6H8O2 as an isolated structure. Source: the OMol25 dataset; level of theory: ωB97M-V with the def2-TZVPD basis set.

Values from the calculation:
Orbital gap, eV: 10.0

CARTESIAN COORDINATES (ANGSTROEM)
C1 -1.408 -0.746 -0.304
C2 -0.334 1.179 0.434
C3 1.372 0.005 -0.158
C4 0.784 1.291 -0.598
C5 0.426 0.040 1.015
C6 -0.134 -1.267 0.376
H1 -1.628 -1.046 -1.350
H2 -2.421 -0.804 0.381
H3 -0.689 2.081 0.834
H4 2.511 0.030 0.195
H5 0.379 1.534 -1.581
H6 1.772 1.857 -0.169
H7 0.719 0.106 2.109
H8 -0.022 -2.138 0.999
O1 -1.497 0.699 -0.193
O2 0.890 -1.277 -0.558



Stability check: which of them is most stable? b.